Record 1
Here is a molecular structure, C20H43Br14NO4P2S at a distorted geometry from the OMol25 dataset. Energies are from ωB97M-V with the def2-TZVPD basis set.

spin multiplicity	1
LUMO	0.2	eV

XYZ file:
```
85
Properties=species:S:1:pos:R:3:forces:R:3
C 3.784 2.103 -2.432 0.39 0.68 0.28
C 2.551 2.634 -1.680 0.40 -0.94 0.04
C 1.149 2.257 -2.226 0.26 0.43 -0.17
C 0.381 3.383 -2.971 0.23 -1.14 0.77
P 0.319 5.040 -2.154 -0.59 0.74 -0.93
O 0.587 6.080 -3.185 0.46 -0.04 0.11
C -1.017 2.852 -3.315 -0.64 0.48 -0.75
P -2.038 2.473 -1.822 1.24 1.01 0.99
N -1.351 3.139 -0.571 0.16 0.12 -0.41
C -0.996 1.647 -4.246 -0.40 0.24 -0.22
O -0.306 0.536 -3.637 0.11 0.33 0.29
S 1.239 0.868 -3.355 0.33 -0.50 -0.51
O 1.770 -0.287 -2.702 -0.24 -0.04 0.27
O 1.808 1.265 -4.609 -0.02 0.25 0.10
H 3.918 1.028 -2.334 -0.20 -0.03 -0.25
H 4.660 2.557 -1.959 -0.04 -0.05 0.00
H 3.810 2.427 -3.471 -0.09 -0.26 -0.05
H 2.606 2.213 -0.672 -0.05 0.18 0.03
H 2.680 3.708 -1.569 -0.33 0.04 -0.15
H 0.546 1.884 -1.398 -0.06 0.05 -0.06
H 0.914 3.553 -3.913 -0.04 0.33 0.07
H -0.965 5.222 -1.644 0.09 -0.32 0.24
H 1.178 5.070 -1.041 -0.13 -0.31 0.07
H -1.531 3.644 -3.877 -0.09 -0.05 0.09
H -2.179 1.087 -1.742 -0.14 -0.06 -0.77
H -3.319 3.009 -2.057 -0.01 -0.31 -0.45
H -1.101 2.505 0.173 -0.06 0.17 0.14
H -0.563 1.876 -5.221 0.24 -0.01 0.14
H -2.026 1.334 -4.435 0.12 -0.34 0.11
Br 0.698 1.070 2.278 0.00 0.11 -0.10
C 0.492 2.014 3.971 0.13 -0.21 0.12
C -0.901 1.878 4.527 -0.10 0.18 -0.06
Br -2.141 3.021 3.566 -0.01 0.03 0.08
H 0.769 3.046 3.784 -0.04 0.01 -0.02
H 1.221 1.557 4.639 -0.02 -0.05 -0.01
H -0.928 2.215 5.561 0.07 0.00 0.00
H -1.288 0.865 4.466 0.06 -0.02 -0.04
Br 0.601 -3.385 2.229 -0.07 0.13 -0.15
C 2.354 -2.565 2.011 -0.04 -0.22 -0.08
C 3.196 -2.763 3.242 0.12 0.22 0.02
Br 2.658 -1.573 4.685 -0.06 -0.08 0.09
H 2.189 -1.519 1.770 0.01 0.02 0.08
H 2.805 -3.068 1.157 0.02 -0.03 0.02
H 4.236 -2.515 3.041 -0.02 0.01 -0.06
H 3.134 -3.774 3.630 -0.01 -0.01 -0.03
Br -2.710 -5.268 1.420 -0.08 -0.11 -0.02
C -1.936 -6.890 0.684 0.05 0.01 0.19
C -0.633 -6.610 -0.015 0.02 -0.08 -0.20
Br -0.909 -5.782 -1.754 0.02 0.07 0.05
H -2.685 -7.327 0.031 0.04 0.03 -0.06
H -1.775 -7.544 1.539 0.05 0.04 0.02
H -0.104 -7.538 -0.218 -0.03 -0.02 0.03
H 0.009 -5.942 0.551 -0.03 -0.01 0.04
Br 4.605 -4.311 -1.973 0.04 0.05 0.08
C 4.234 -2.577 -2.783 -0.20 -0.19 -0.01
C 5.037 -2.361 -4.034 0.12 0.21 -0.01
Br 6.892 -1.927 -3.635 0.00 -0.06 -0.02
H 4.430 -1.828 -2.023 0.02 0.03 -0.04
H 3.171 -2.588 -3.010 0.01 0.06 -0.02
H 4.653 -1.503 -4.583 -0.05 0.00 0.04
H 5.050 -3.232 -4.681 -0.03 -0.02 0.03
Br -0.904 -7.004 4.513 -0.01 0.01 -0.01
C -0.166 -5.352 5.232 0.08 -0.17 -0.01
C -0.533 -5.162 6.678 -0.12 0.18 0.06
Br -2.380 -4.587 6.877 0.01 -0.06 0.01
H -0.523 -4.548 4.600 -0.03 0.03 0.04
H 0.912 -5.448 5.121 0.00 0.02 0.02
H 0.067 -4.367 7.117 0.03 0.00 -0.05
H -0.420 -6.069 7.264 0.02 -0.02 -0.03
Br -2.981 0.975 0.637 -0.60 -0.89 1.11
C -2.306 -0.831 0.937 -0.18 0.02 -0.33
C -3.289 -1.699 1.666 0.06 -0.04 0.22
Br -3.344 -1.273 3.565 -0.04 0.01 -0.01
H -1.368 -0.723 1.473 -0.02 -0.01 0.04
H -2.112 -1.231 -0.058 -0.01 -0.07 0.04
H -2.973 -2.737 1.611 0.04 0.08 -0.02
H -4.304 -1.607 1.294 0.02 0.04 -0.03
Br -4.655 5.111 -0.528 0.08 0.05 0.06
C -5.037 6.869 -1.264 -0.19 -0.18 -0.06
C -4.271 7.126 -2.535 0.16 0.25 0.10
Br -2.401 7.518 -2.179 -0.11 0.03 -0.14
H -4.801 7.588 -0.486 0.03 0.02 -0.03
H -6.108 6.877 -1.455 0.01 0.01 -0.03
H -4.663 8.008 -3.038 -0.03 -0.01 0.02
H -4.290 6.283 -3.219 -0.06 -0.03 0.04
```
Positions in Å, forces in eV/Å.

Record 2
Here is a single C5H7P molecule at a distorted geometry from the OMol25 dataset. Energies are from ωB97M-V with the def2-TZVPD basis set.

spin multiplicity	1
LUMO (alpha / beta)	-0.1 / -0.2	eV

XYZ file:
```
13
Properties=species:S:1:pos:R:3:forces:R:3
C -0.526 -0.138 1.306 1.12 -0.04 -0.52
C 0.089 -1.236 0.809 0.85 3.11 -0.92
C -0.710 1.081 0.575 0.66 -0.41 -2.29
C 0.561 -1.228 -0.642 -2.34 1.28 0.13
C 0.702 0.142 -1.215 -2.64 0.44 1.85
P -1.446 2.577 0.861 0.70 -1.30 -0.50
H -0.671 0.049 2.337 -0.57 -0.76 1.30
H 0.503 -2.008 1.350 0.07 -1.73 1.66
H 1.418 -1.828 -0.867 0.29 -0.77 0.16
H -0.394 -1.578 -1.039 0.47 -0.90 -1.08
H 0.200 0.382 -2.140 0.14 0.11 -0.03
H 1.482 0.746 -0.870 1.28 0.79 0.09
H -1.210 3.038 -0.465 -0.01 0.19 0.17
```
Positions in Å, forces in eV/Å.

Record 3
Here is a molecular structure, C5H10O from the OMol25 dataset. Energies are from ωB97M-V with the def2-TZVPD basis set.

spin multiplicity	1
LUMO	0.8	eV

XYZ file:
```
16
Properties=species:S:1:pos:R:3:forces:R:3
C 1.918 -0.205 0.055 0.06 -0.04 -0.03
C 0.581 0.536 0.126 0.01 0.05 0.12
C -0.327 0.260 -1.064 0.15 -0.27 -0.01
C -1.283 -0.690 -0.585 0.16 -0.05 -0.13
O -1.180 -0.974 0.682 -0.06 -0.01 -0.15
C -0.312 0.036 1.271 0.07 0.11 0.13
H 2.485 0.102 -0.830 -0.08 -0.04 0.12
H 2.536 -0.004 0.939 -0.10 -0.02 -0.12
H 1.755 -1.288 -0.012 0.02 0.15 0.01
H 0.766 1.609 0.266 -0.03 -0.14 -0.01
H -1.578 0.799 -0.884 -0.27 0.03 0.08
H 0.051 0.181 -2.078 -0.09 0.01 0.11
H -1.931 -1.333 -1.169 0.07 0.15 0.09
H -2.701 0.594 -0.453 0.05 0.06 -0.04
H -0.991 0.816 1.632 0.11 -0.08 -0.04
H 0.210 -0.439 2.104 -0.05 0.09 -0.13
```
Positions in Å, forces in eV/Å.

Computed energy relative to the best compared isomer or geometry (same formula, charge and spin) (eV) in order:
0.0000, 3.7928, 5.3089